## a
Computed, not measured: a 10-piece molecular cluster, C23H68NO19 overall, with ωB97M-V/def2-TZVPD.

Computed properties:
net charge = +1
frontier orbital gap = 9.87 eV
LUMO level = -1.7 eV
HOMO = -11.611 eV

Each line ends with the Löwdin charge.
Geometry (Å):
1 C -1.8275 -0.6531 -0.4026  0.08
2 N -1.0372 0.7249 -0.5295  -0.26
3 C 0.2729 0.4341 -1.3094  0.02
4 C -1.7149 1.8136 -1.4221  0.00
5 C -0.7531 1.3044 0.8403  -0.08
6 C 0.0308 0.3335 1.7234  -0.20
7 O 0.2703 0.9732 3.0011  -0.09
8 H -2.8034 -0.5085 -0.0784  0.08
9 H -1.4921 -1.4023 0.2647  0.09
10 H -1.9480 -1.1001 -1.2837  0.04
11 H 0.8699 1.4150 -1.6422  0.14
12 H -0.2492 -0.0186 -2.1963  0.10
13 H 1.0128 -0.0487 -0.6695  0.08
14 H -2.5758 2.3095 -0.8880  0.11
15 H -1.9609 1.2928 -2.4277  0.11
16 H -1.2991 2.8705 -1.6724  0.11
17 H -1.7259 1.5519 1.2773  0.13
18 H -0.2362 2.2481 0.7367  0.13
19 H 0.9776 0.1588 1.3768  0.06
20 H -0.2999 -0.6492 1.9650  0.11
21 H 0.3869 0.3283 3.7369  0.06
22 C 0.7384 1.3889 -5.6932  -0.24
23 C 0.6644 2.8781 -5.3007  -0.16
24 O 1.8832 3.5439 -5.8012  -0.06
25 O -0.2099 0.6667 -4.9391  -0.10
26 H 1.4375 0.8839 -5.1975  0.07
27 H 0.7920 1.1464 -6.8254  0.16
28 H 0.5245 3.1669 -4.2772  0.10
29 H -0.1076 3.2672 -6.0242  0.13
30 H 1.5640 4.2668 -6.2324  0.01
31 H -0.2826 -0.1796 -5.4116  0.10
32 C 2.7037 3.0252 2.8833  -0.23
33 C 4.1964 3.5050 3.3072  -0.21
34 O 4.7978 2.7742 4.3792  -0.06
35 O 2.3857 3.9080 1.8767  -0.09
36 H 2.0077 3.4440 3.8016  0.17
37 H 2.6534 1.9800 2.7231  0.08
38 H 3.9283 4.4906 3.6854  0.11
39 H 5.0974 3.2903 2.6656  0.14
40 H 4.1388 2.8671 4.9831  0.01
41 H 2.1242 4.7457 2.2612  0.10
42 C -1.2612 -4.9922 -2.4859  -0.29
43 C -2.6575 -4.4248 -2.7728  -0.20
44 O -2.5207 -3.4722 -3.8702  -0.01
45 O -1.2601 -5.8723 -1.4164  -0.06
46 H -0.5693 -4.1086 -2.1104  0.13
47 H -0.7954 -5.2183 -3.4501  0.12
48 H -3.0469 -3.7885 -1.9057  0.12
49 H -3.4158 -5.2318 -2.7308  0.13
50 H -3.2560 -3.5420 -4.2901  -0.05
51 H -0.3157 -6.0692 -1.3125  0.07
52 C -3.2934 0.4113 3.9433  -0.21
53 C -4.1326 -0.3507 4.9425  -0.25
54 O -3.5966 -0.0401 6.2138  -0.05
55 O -3.6454 0.1557 2.5319  -0.07
56 H -2.3425 0.0615 4.1556  0.06
57 H -3.0669 1.5275 4.0594  0.16
58 H -4.1809 -1.4437 4.8766  0.13
59 H -5.1758 0.0764 4.7480  0.14
60 H -3.7250 -0.7420 6.8517  0.09
61 H -4.5691 0.0745 2.6110  0.04
62 C 1.7211 -2.1466 6.1399  -0.23
63 C 1.1446 -1.9128 4.6548  -0.16
64 O -0.0623 -1.1053 4.8788  -0.12
65 O 2.6194 -3.1926 6.1177  -0.03
66 H 0.8976 -2.3917 6.6948  0.08
67 H 2.2574 -1.3769 6.6457  0.12
68 H 1.0513 -2.8710 4.1168  0.12
69 H 1.9767 -1.2978 4.1037  0.15
70 H -0.6785 -1.7219 5.3560  0.12
71 H 3.0201 -3.1759 5.2888  0.05
72 C 0.9982 -4.6774 0.7058  -0.19
73 C 2.2027 -3.9192 0.7853  -0.23
74 O 2.1254 -2.5187 1.2775  -0.12
75 O 1.2410 -6.0634 0.1268  0.04
76 H 0.2475 -4.1330 0.1279  0.12
77 H 0.7156 -4.8850 1.6166  0.07
78 H 2.4849 -3.9121 -0.3726  0.17
79 H 2.8360 -4.5463 1.3321  0.11
80 H 3.0613 -2.0898 1.0371  0.09
81 H 1.6375 -6.3929 0.7592  -0.07
82 C 4.4031 -0.1970 0.4266  -0.26
83 C 4.3746 -0.5934 -0.9164  -0.28
84 O 3.9507 0.3282 -1.9689  -0.07
85 O 4.6456 -1.3107 1.3378  -0.07
86 H 3.5892 0.4110 0.7827  0.12
87 H 5.3572 0.3751 0.5126  0.14
88 H 3.9278 -1.6145 -1.1693  0.14
89 H 5.4049 -0.9432 -1.2481  0.15
90 H 4.6802 0.9792 -2.1367  0.11
91 H 5.6071 -1.1733 1.3580  0.11
92 C -4.9487 -1.2827 -4.9097  -0.21
93 C -4.6771 -0.8968 -3.4714  -0.28
94 O -4.0185 0.2524 -3.4729  -0.07
95 O -5.4340 -2.6276 -5.0715  -0.03
96 H -4.1395 -1.1592 -5.6129  0.11
97 H -5.6082 -0.5934 -5.5847  0.16
98 H -4.1540 -1.4417 -2.8884  0.05
99 H -5.6355 -0.5144 -3.2069  0.12
100 H -4.3139 1.0065 -4.0618  0.15
101 H -6.3004 -2.6765 -4.8532  0.03
102 C -0.4286 5.8610 -0.8052  -0.17
103 C 0.9806 5.3651 -1.4642  -0.17
104 O 1.0350 4.0307 -1.0756  -0.09
105 O -0.2980 7.2387 -1.0916  -0.10
106 H -0.2586 5.8172 0.2754  0.12
107 H -1.3669 5.6161 -1.0699  0.07
108 H 1.9702 5.6879 -1.0558  0.14
109 H 0.9637 5.5632 -2.5190  0.10
110 H 1.3910 3.8283 -0.2895  -0.02
111 H -0.3054 7.5465 -1.9964  0.08



## b
Computed, not measured: a 10-piece molecular cluster, C23H68NO19 overall, with ωB97M-V/def2-TZVPD.

Computed properties:
net charge = +1
frontier orbital gap = 9.89 eV
LUMO level = -1.8 eV
HOMO = -11.685 eV

Each line ends with the Löwdin charge.
Geometry (Å):
1 C 0.6725 1.3379 -1.9602  -0.02
2 N 0.5661 0.3511 -0.9265  -0.40
3 C 0.1361 -0.8118 -1.5639  -0.04
4 C 1.8775 0.1069 -0.2938  0.02
5 C -0.2184 0.8857 0.1366  -0.11
6 C -0.3916 -0.1219 1.3239  -0.22
7 O -1.3700 0.2046 2.2689  -0.07
8 H 1.2663 1.0112 -2.8509  0.11
9 H 0.8273 2.5057 -1.5944  0.18
10 H -0.2681 1.3353 -2.4672  0.08
11 H 0.5813 -1.0504 -2.4387  0.06
12 H -1.0620 -0.8012 -1.7699  0.17
13 H 0.3735 -1.9020 -1.0736  0.16
14 H 2.0034 -0.8483 0.2769  0.12
15 H 2.3791 0.8551 -0.0959  -0.01
16 H 2.6858 0.0256 -1.2200  0.17
17 H -1.1445 1.3486 -0.3840  0.15
18 H 0.0759 1.8282 0.5617  0.12
19 H 0.4835 -0.4226 1.9591  0.11
20 H -0.5587 -1.1010 0.9405  0.09
21 H -1.0079 0.8262 3.0105  0.10
22 C -1.3165 -4.3935 -4.1090  -0.26
23 C -0.8979 -3.5727 -5.3943  -0.28
24 O -1.5061 -3.9797 -6.5206  0.01
25 O -0.4665 -3.8271 -3.2155  -0.07
26 H -1.3261 -5.3810 -4.3194  0.08
27 H -2.4399 -4.2269 -4.1159  0.15
28 H 0.3031 -3.6212 -5.4657  0.15
29 H -1.0552 -2.4973 -5.5246  0.10
30 H -1.1324 -3.6917 -7.2290  0.00
31 H -0.8770 -3.9941 -2.3068  0.14
32 C 2.6831 -1.2918 5.4341  -0.21
33 C 1.9241 -0.8686 4.2077  -0.29
34 O 2.7784 -0.5915 3.1235  -0.13
35 O 3.5473 -2.3490 4.9350  -0.09
36 H 1.9029 -1.5584 6.1779  0.13
37 H 3.2375 -0.4301 5.7058  0.10
38 H 1.6171 0.2790 4.5444  0.16
39 H 1.1607 -1.6319 3.8707  0.12
40 H 3.2830 -1.4796 3.0520  0.11
41 H 4.5218 -2.2732 5.0320  0.12
42 C -1.5500 1.1487 -5.2013  -0.14
43 C -0.2808 0.7506 -6.0089  -0.21
44 O 0.7481 1.0402 -5.0989  -0.07
45 O -2.6547 0.8998 -6.1410  -0.02
46 H -1.5162 2.2772 -4.9469  0.16
47 H -1.6651 0.5411 -4.3648  0.07
48 H -0.1034 1.4536 -6.7213  0.09
49 H -0.0426 -0.1574 -6.4707  0.11
50 H 1.3575 0.3544 -5.2051  0.06
51 H -2.6016 1.3126 -6.8849  -0.03
52 C 4.4305 2.5483 -1.7088  -0.15
53 C 5.0841 2.1577 -0.3103  -0.28
54 O 5.2864 3.3697 0.2279  -0.08
55 O 4.4427 1.2272 -2.3529  -0.11
56 H 5.2693 3.1663 -1.9785  0.11
57 H 3.4545 2.8696 -1.6842  0.08
58 H 6.0812 1.8027 -0.5374  0.12
59 H 4.4010 1.4784 0.4047  0.16
60 H 6.0935 3.8239 -0.0657  0.11
61 H 5.3181 1.0800 -2.6995  0.07
62 C -1.3068 3.0266 4.0651  -0.19
63 C -0.6558 4.4121 4.2426  -0.31
64 O -1.5315 5.4081 4.5113  -0.05
65 O -0.3317 2.0042 4.1604  -0.07
66 H -1.8811 2.9502 3.3393  0.04
67 H -1.9294 3.1222 4.9464  0.13
68 H -0.2444 4.5559 3.2183  0.12
69 H 0.1319 4.3695 5.0276  0.13
70 H -0.9220 6.2182 4.6406  0.15
71 H 0.1481 2.0145 4.9986  0.10
72 C -4.1936 -0.3198 0.3775  -0.10
73 C -4.3094 -0.1794 -1.2057  -0.25
74 O -3.5339 -1.1801 -1.7168  -0.03
75 O -5.2235 0.6243 0.9474  -0.04
76 H -3.3073 0.0566 0.5409  0.03
77 H -4.3930 -1.2534 0.8071  0.09
78 H -3.9135 0.9422 -1.5805  0.17
79 H -5.3195 -0.0889 -1.4293  0.08
80 H -3.5084 -0.9686 -2.6217  0.06
81 H -5.8282 0.6472 0.2940  -0.02
82 C 1.4214 -3.9106 1.5257  -0.27
83 C 2.3071 -4.4215 0.3912  -0.19
84 O 2.6418 -3.2929 -0.3384  0.00
85 O 1.1338 -4.8087 2.5182  -0.04
86 H 0.4718 -3.5376 1.1542  0.11
87 H 1.9580 -2.9635 1.9518  0.13
88 H 1.7035 -4.9280 -0.3261  0.12
89 H 3.1592 -4.9311 0.5254  0.10
90 H 3.1785 -2.8435 0.1129  -0.04
91 H 0.8468 -4.1355 3.1397  0.04
92 C -0.8508 4.4982 -0.2870  -0.27
93 C -1.0403 5.9937 -0.0742  -0.16
94 O 0.3740 6.4576 0.0767  -0.13
95 O -1.9638 3.6244 -0.0499  -0.08
96 H -0.0003 4.1088 0.2351  0.09
97 H -0.3668 4.4660 -1.2970  0.11
98 H -1.4128 6.3330 0.7549  0.05
99 H -1.3278 6.6958 -1.0349  0.18
100 H 0.7744 6.2699 -0.8218  0.10
101 H -2.8143 3.8598 -0.5016  0.12
102 C -1.8693 -3.0137 3.6323  -0.22
103 C -2.6173 -4.1168 2.9138  -0.13
104 O -3.6057 -3.3982 2.0187  -0.08
105 O -0.6809 -3.6322 4.0088  -0.06
106 H -2.5038 -2.4845 4.3230  0.14
107 H -1.6697 -2.4325 2.9217  0.02
108 H -3.2792 -4.6342 3.5265  0.09
109 H -1.9885 -4.8817 2.3515  0.15
110 H -4.4806 -3.4772 2.3270  0.05
111 H -0.8465 -4.1524 4.7863  0.11



a ends up most stable, edging out the next structure by 1.622 eV.